Record 1
51
Properties=species:S:1:pos:R:3 method="wB97M-V/def2-TZVPD" relative_energy_kj_mol=0.0 energy_ev=-50429.0551 homo_energy_ev=-6.93 gap_ev=6.54
Sr 0.755 0.118 -0.660
C -0.762 5.628 1.126
C -0.164 5.115 2.275
C 0.087 3.760 2.391
C -0.261 2.881 1.362
C -0.859 3.396 0.216
C -1.108 4.760 0.103
N 0.078 1.507 1.430
C -0.408 0.798 2.441
C -1.535 1.234 3.243
C -2.067 0.493 4.244
C -1.532 -0.766 4.633
C -0.455 -1.213 3.948
C 0.133 -0.494 2.862
N 1.254 -1.124 2.402
N 1.822 -0.633 1.375
C 2.930 -1.390 0.871
C 3.455 -2.531 1.463
C 4.475 -3.184 0.803
C 4.924 -2.696 -0.419
C 4.325 -1.561 -0.925
N 3.345 -0.890 -0.306
H -0.950 6.690 1.034
H 0.117 5.782 3.081
H 0.563 3.366 3.281
H -1.147 2.736 -0.594
H -1.580 5.139 -0.796
H -1.993 2.180 2.986
H -2.941 0.878 4.759
H -1.964 -1.334 5.444
H 0.029 -2.152 4.188
H 3.058 -2.878 2.405
H 4.918 -4.075 1.231
H 5.716 -3.178 -0.974
H 4.646 -1.147 -1.875
O -0.723 1.252 -2.553
C -1.297 0.164 -2.478
N -1.454 -0.510 -1.257
S -1.169 -2.074 -1.539
O 0.316 -2.180 -1.502
O -1.910 -3.005 -0.757
C -1.641 -2.042 -3.229
C -1.916 -3.104 -4.060
C -2.251 -2.783 -5.376
C -2.281 -1.463 -5.808
C -1.979 -0.410 -4.945
C -1.673 -0.724 -3.637
H -1.884 -4.129 -3.716
H -2.494 -3.576 -6.071
H -2.549 -1.251 -6.835
H -1.998 0.618 -5.284

Record 2
25
Properties=species:S:1:pos:R:3 method="wB97M-V/def2-TZVPD" relative_energy_kj_mol=0.0 energy_ev=-30860.9250 smiles=Cn1cc[n+](C[Si](C)(C)Cl)c1 homo_energy_ev=-13.55 gap_ev=10.25 charge=+1
C 2.261 0.596 -0.453
C 0.931 1.018 -0.378
C 1.410 -0.204 1.394
C 3.853 -0.255 1.282
C -1.659 -1.778 -0.955
C -2.901 0.919 -1.885
C -0.990 0.492 1.034
N 2.560 -0.093 0.699
N 0.408 0.398 0.735
Si -2.281 -0.090 -0.321
Cl -3.913 0.054 0.878
H 3.016 0.900 -1.189
H 0.326 1.365 -1.168
H 1.257 -0.880 2.216
H 3.580 -0.875 2.177
H 4.350 -0.873 0.586
H 4.221 0.739 1.642
H -0.629 -1.786 -1.083
H -2.026 -2.503 -0.175
H -2.207 -2.054 -1.875
H -3.101 1.920 -1.648
H -2.037 1.206 -2.541
H -3.884 0.500 -2.208
H -1.362 -0.181 1.869
H -1.184 1.468 1.365

Record 3
16
Properties=species:S:1:pos:R:3 method="wB97M-V/def2-TZVPD" relative_energy_kj_mol=363.1 energy_ev=-12484.4247 smiles=Oc1cccc2ccoc12 homo_energy_ev=-7.99 gap_ev=8.55
C 1.079 -0.967 -0.135
C 1.943 0.189 0.085
C 1.314 1.483 0.045
C -0.079 1.618 -0.153
C -0.935 0.552 -0.017
C -2.319 0.356 -0.028
C -2.320 -0.999 0.166
C -0.261 -0.676 -0.175
H 2.731 -1.868 -0.421
H 3.043 0.021 0.684
H 2.080 2.198 0.458
H -0.485 2.623 -0.286
H -3.241 1.107 -0.266
H -3.028 -1.843 0.035
O 1.679 -2.139 -0.071
O -1.201 -1.655 0.078

Record 4
12
Properties=species:S:1:pos:R:3 method="wB97M-V/def2-TZVPD" relative_energy_kj_mol=228.7 energy_ev=-6762.8070 smiles="C1=CCC=[N+]=C1" homo_energy_ev="-15.70 / -15.70" gap_ev="9.02 / 9.02" charge=+1
C -0.005 1.486 0.157
C 0.429 -0.948 0.089
C 0.894 0.396 -0.087
C -1.109 -1.084 -0.025
C -1.377 1.140 0.055
N -1.914 -0.096 -0.017
H 0.225 2.536 0.122
H 0.903 -1.796 -0.413
H 0.429 -1.170 1.128
H 1.904 0.746 -0.471
H -1.446 -2.071 0.085
H -2.051 1.997 -0.256

Record 5
9
Properties=species:S:1:pos:R:3 method="wB97M-V/def2-TZVPD" relative_energy_kj_mol=705.3 energy_ev=-7055.6756 homo_energy_ev="-9.25 / -9.19" gap_ev="8.83 / 8.71"
C 0.388 0.360 -1.173
N -0.885 -0.186 3.317
N 0.458 0.512 0.210
N -1.372 0.045 2.254
N -1.632 0.252 1.184
H 0.926 -0.541 -1.677
H 0.850 1.436 -1.630
H -0.709 0.417 -1.542
H -1.447 -0.667 3.942

Record 6
40
Properties=species:S:1:pos:R:3 method="wB97M-V/def2-TZVPD" relative_energy_kj_mol=0.0 s_squared=0.755 energy_ev=-68740.0217 spin_multiplicity=2 homo_energy_ev="-4.26 / -4.52" gap_ev="5.27 / 5.53" charge=-1
C 0.692 -1.248 0.112
C 0.856 -1.292 -1.317
C -0.425 -1.683 -1.883
H 1.808 -1.151 -1.848
C -1.360 -1.821 -0.829
C -0.696 -1.583 0.402
H -1.174 -1.698 1.358
H 1.496 -1.088 0.817
H -0.639 -2.063 -2.889
H -2.399 -2.071 -0.983
Ti -0.005 0.719 -1.098
Cl 2.002 1.615 -0.455
C -0.071 2.161 -2.606
C -1.308 1.451 -2.860
C -0.990 0.310 -3.651
H -2.306 1.891 -2.782
C 0.421 0.198 -3.764
C 1.007 1.312 -3.089
H 2.056 1.579 -3.154
H 0.016 3.200 -2.280
H -1.724 -0.337 -4.150
H 0.973 -0.576 -4.290
O -2.877 1.126 1.612
C -1.654 1.031 1.750
O -0.733 1.124 0.827
C -1.307 0.712 3.256
C -0.124 0.026 3.567
C 0.206 -0.262 4.915
C -0.673 0.073 5.942
C -1.879 0.701 5.624
C -2.213 1.008 4.286
N -2.694 1.090 6.761
O -2.239 0.839 7.909
O -3.791 1.655 6.614
N 1.385 -1.032 5.193
O 2.105 -1.411 4.248
O 1.667 -1.296 6.380
H 0.494 -0.346 2.775
H -0.416 -0.136 6.991
H -3.164 1.484 4.071

Record 7
27
Properties=species:S:1:pos:R:3 method="wB97M-V/def2-TZVPD" energy_ev=-66656.4433 smiles="O=C1C(=O)C(Cl)=C(Cl)C(Cl)=C1Cl.CNN(C)C" homo_energy_ev=-7.34 gap_ev=4.75
Cl -0.079 0.668 2.072
C -1.507 -0.096 1.435
C -2.546 0.688 0.978
Cl -2.495 2.383 1.042
C -3.818 0.125 0.523
O -4.725 0.799 0.044
C -3.987 -1.415 0.613
O -4.953 -1.964 0.112
C -2.877 -2.138 1.244
Cl -3.092 -3.811 1.369
C -1.695 -1.515 1.611
Cl -0.497 -2.427 2.445
C 2.446 -0.581 0.367
N 1.979 0.213 -0.753
C 0.983 -0.287 -1.691
N 2.088 1.598 -0.605
C 2.933 2.269 -1.617
H 2.661 -1.606 0.026
H 3.395 -0.122 0.699
H 1.731 -0.625 1.211
H 1.243 -1.315 -1.998
H -0.054 -0.339 -1.283
H 1.006 0.340 -2.600
H 2.417 1.831 0.348
H 2.786 3.354 -1.536
H 3.999 2.050 -1.430
H 2.658 1.922 -2.624